--- P ---
Entry from the OMol25 dataset: the molecule C17H27NO3 (ωB97M-V/def2-TZVPD).

Its SMILES is CCCC[C@@H](CC)CNC(=O)[C@@H]1[C@@H](C(=O)O)[C@H]2C=C[C@@H]1C2. Its spin multiplicity is 1. The value obtained for the gap between HOMO and LUMO is 9.78 eV. The calculation puts the LUMO energy at 0.5 eV.

Cartesian coordinates (Å):
C 1.709 3.172 -3.284
C 1.110 2.654 -1.983
C 2.045 1.673 -1.279
C 1.457 1.178 0.040
C 2.299 0.097 0.727
C 3.669 0.623 1.190
C 4.815 0.175 0.289
C 1.523 -0.476 1.924
N 0.288 -1.107 1.525
C -0.927 -0.684 1.929
O -1.107 0.223 2.713
C -2.049 -1.483 1.272
C -2.207 -1.091 -0.219
C -1.683 -2.153 -1.147
O -0.704 -2.819 -0.915
O -2.377 -2.268 -2.276
C -3.711 -0.741 -0.333
C -4.470 -2.012 -0.041
C -4.328 -2.276 1.251
C -3.459 -1.194 1.841
C -3.893 0.006 0.993
H 2.647 3.690 -3.093
H 1.027 3.866 -3.771
H 1.907 2.349 -3.968
H 0.158 2.161 -2.193
H 0.905 3.496 -1.317
H 2.230 0.819 -1.936
H 3.001 2.167 -1.096
H 1.328 2.020 0.723
H 0.464 0.767 -0.159
H 2.456 -0.721 0.014
H 3.870 0.267 2.203
H 3.646 1.713 1.234
H 4.663 0.510 -0.734
H 5.758 0.582 0.646
H 4.892 -0.910 0.285
H 1.257 0.321 2.622
H 2.147 -1.212 2.444
H 0.340 -1.840 0.830
H -1.804 -2.545 1.365
H -1.621 -0.188 -0.434
H -1.992 -2.951 -2.848
H -3.975 -0.224 -1.251
H -4.976 -2.592 -0.791
H -4.684 -3.128 1.799
H -3.474 -1.074 2.919
H -3.242 0.868 1.114
H -4.927 0.293 1.176

---

--- Q ---
Entry from the OMol25 dataset: the molecule C17H27NO3 (ωB97M-V/def2-TZVPD).

Its SMILES is Cc1ccc(C(C)C)c(OC[C@@H](O)CN2CCOCC2)c1. Its spin multiplicity is 1. The value obtained for the gap between HOMO and LUMO is 8.95 eV. The calculation puts the LUMO energy at 0.7 eV.

Cartesian coordinates (Å):
C -3.296 -1.953 -2.854
C -2.858 -1.133 -1.678
C -3.575 -0.020 -1.272
C -3.147 0.726 -0.188
C -1.997 0.402 0.510
C -1.550 1.181 1.724
C -2.254 0.624 2.966
C -1.793 2.684 1.598
C -1.265 -0.724 0.097
O -0.140 -1.014 0.819
C 0.689 -2.070 0.394
C 2.016 -1.970 1.155
O 2.429 -3.284 1.461
C 3.089 -1.255 0.310
N 2.557 -0.096 -0.371
C 2.349 1.043 0.505
C 1.622 2.135 -0.277
O 2.358 2.531 -1.411
C 2.595 1.427 -2.250
C 3.349 0.318 -1.515
C -1.706 -1.477 -0.982
H -4.359 -1.821 -3.044
H -3.096 -3.009 -2.688
H -2.752 -1.645 -3.748
H -4.476 0.262 -1.797
H -3.729 1.582 0.118
H -0.475 1.016 1.840
H -3.332 0.734 2.870
H -2.024 -0.431 3.086
H -1.928 1.156 3.858
H -1.408 3.058 0.652
H -2.853 2.918 1.661
H -1.288 3.208 2.407
H 0.233 -3.041 0.629
H 0.883 -2.006 -0.682
H 1.823 -1.414 2.085
H 3.274 -3.246 1.924
H 3.957 -1.006 0.949
H 3.422 -1.969 -0.449
H 1.733 0.734 1.349
H 3.310 1.438 0.884
H 1.493 3.029 0.334
H 0.637 1.752 -0.585
H 3.180 1.800 -3.093
H 1.638 1.025 -2.615
H 3.486 -0.534 -2.185
H 4.342 0.694 -1.210
H -1.163 -2.357 -1.292

---

Most stable structure: P

---

--- P ---
Entry from the OMol25 dataset: a cluster of 2 separate species, C7H11O3P in total (ωB97M-V/def2-TZVPD).

Its spin multiplicity is 1. The value obtained for the gap between HOMO and LUMO is 10.35 eV. The calculation puts the LUMO energy at 0.9 eV.

Cartesian coordinates (Å):
C 1.902 -0.995 0.119
C 1.136 -0.328 1.000
C -3.878 -1.524 -1.407
C 0.800 2.799 -0.007
C -3.890 -1.758 0.043
C -0.358 2.130 0.470
C 3.246 -1.651 0.281
O -0.833 0.025 -1.056
O -4.289 -0.633 -0.380
O 0.578 2.664 1.330
P -0.424 0.367 0.355
H 1.766 -1.076 -0.969
H 1.418 -0.097 2.028
H -2.931 -1.334 -2.036
H -4.719 -1.822 -1.902
H 1.535 2.170 -0.317
H 0.876 3.864 -0.445
H -1.348 -0.091 1.200
H -1.205 2.815 0.560
H 3.868 -1.191 -0.349
H 3.059 -2.808 0.083
H 3.690 -1.523 1.396

---

--- Q ---
Entry from the OMol25 dataset: a cluster of 2 separate species, C7H11O3P in total (ωB97M-V/def2-TZVPD).

Its spin multiplicity is 1. The value obtained for the gap between HOMO and LUMO is 10.38 eV. The calculation puts the LUMO energy at 0.8 eV.

Cartesian coordinates (Å):
C 0.473 -1.284 -0.268
C -0.002 -0.578 0.728
C -3.309 0.965 -3.071
C 1.269 2.086 2.115
C -3.989 1.371 -1.836
C 0.004 2.292 1.456
C 0.874 -2.722 -0.128
O -0.072 1.354 -1.098
O -3.832 0.144 -1.990
O 0.093 2.074 2.846
P -0.560 1.059 0.241
H 0.315 -0.825 -1.221
H -0.285 -0.851 1.700
H -3.906 0.944 -3.930
H -2.139 0.922 -3.179
H 1.741 1.072 1.962
H 2.003 2.835 2.303
H -2.024 1.029 0.257
H -0.378 3.325 1.201
H 1.679 -3.106 -0.962
H 0.049 -3.379 -0.332
H 1.376 -2.846 0.771

---

Most stable structure: Q

---

--- P ---
Entry from the OMol25 dataset: a cluster of 5 separate species, CH11NO5 in total (ωB97M-V/def2-TZVPD).

Its SMILES is NC=O.O.O.O.O. Its spin multiplicity is 1. The value obtained for the gap between HOMO and LUMO is 10.99 eV. The calculation puts the LUMO energy at 0.6 eV.

Cartesian coordinates (Å):
N -0.164 1.348 0.807
C -1.265 0.974 1.486
O -1.343 -0.130 2.012
H -0.007 2.151 0.211
H 0.630 0.731 0.853
H -2.131 1.626 1.369
O 1.604 1.963 -1.477
H 2.151 2.572 -1.973
H 1.918 1.033 -1.604
O 2.089 -0.635 -1.072
H 1.559 -1.118 -0.405
H 2.402 -1.294 -1.688
O -2.211 -1.429 -1.611
H -1.868 -0.683 -2.142
H -1.873 -1.398 -0.733
O 0.526 -1.664 0.831
H -0.368 -1.523 1.247
H 1.027 -1.968 1.570

---

--- Q ---
Entry from the OMol25 dataset: a cluster of 5 separate species, CH11NO5 in total (ωB97M-V/def2-TZVPD).

Its SMILES is NC=O.O.O.O.O. Its spin multiplicity is 1. The value obtained for the gap between HOMO and LUMO is 10.47 eV. The calculation puts the LUMO energy at 0.3 eV.

Cartesian coordinates (Å):
N 0.991 0.403 0.051
C 1.458 -0.042 -1.270
O 1.053 -0.985 -1.822
H 1.226 1.403 0.231
H 0.213 0.006 0.629
H 2.114 0.755 -1.650
O 2.839 0.137 3.032
H 2.526 0.164 3.878
H 2.048 -0.120 2.577
O -1.790 -0.402 1.319
H -1.715 -1.307 0.976
H -2.739 -0.251 1.467
O -1.639 1.712 -0.772
H -1.668 1.170 0.062
H -2.224 2.490 -0.624
O -2.021 -1.094 -1.371
H -1.188 -1.559 -1.586
H -1.810 -0.255 -1.791

---

--- R ---
Entry from the OMol25 dataset: a cluster of 5 separate species, CH11NO5 in total (ωB97M-V/def2-TZVPD).

Its SMILES is NC=O.O.O.O.O. Its spin multiplicity is 1. The value obtained for the gap between HOMO and LUMO is 10.37 eV. The calculation puts the LUMO energy at 0.7 eV.

Cartesian coordinates (Å):
N -0.651 1.644 -0.179
C -1.593 0.863 0.353
O -1.403 -0.339 0.509
H -0.683 2.644 -0.228
H 0.264 1.243 -0.289
H -2.555 1.276 0.676
O 2.174 2.082 -0.539
H 2.891 2.616 -0.879
H 2.449 1.152 -0.400
O 2.724 -0.440 0.319
H 1.912 -0.709 0.770
H 3.290 -1.211 0.419
O -3.022 -0.253 -1.877
H -2.490 -0.945 -1.482
H -3.936 -0.538 -1.922
O 1.039 -2.988 1.568
H 0.476 -3.612 1.083
H 0.411 -2.758 2.267

---

Most stable structure: P

---

--- P ---
Entry from the OMol25 dataset: the molecule C5H5NOS (ωB97M-V/def2-TZVPD).

Its SMILES is C=C(SC#N)C(C)=O. Its spin multiplicity is 1. The value obtained for the gap between HOMO and LUMO is 9.91 eV. The calculation puts the LUMO energy at -0.2 eV.

Cartesian coordinates (Å):
C -0.027 1.346 -1.125
C -0.048 0.686 0.002
S -1.697 0.438 1.122
C -2.619 -0.023 -0.223
N -3.290 -0.222 -1.141
C 1.233 0.182 0.543
C 1.030 -1.353 0.746
O 2.282 0.793 0.596
H -0.965 1.677 -1.514
H 1.029 1.484 -1.450
H 1.356 -1.495 1.745
H 1.691 -1.783 0.012
H 0.024 -1.729 0.688

---

--- Q ---
Entry from the OMol25 dataset: the molecule C5H5NOS (ωB97M-V/def2-TZVPD).

Its SMILES is N#C[C@@H]1C(=S)C[C@H]1O. Its spin multiplicity is 1. The value obtained for the gap between HOMO and LUMO is 8.51 eV. The calculation puts the LUMO energy at -0.7 eV.

Cartesian coordinates (Å):
N -1.092 2.841 -0.143
C -0.792 1.727 -0.036
C -0.410 0.402 0.419
C 0.895 -0.354 0.123
S 2.470 -0.002 -0.030
C 0.036 -1.615 -0.097
C -1.145 -0.748 -0.343
O -2.311 -1.358 0.151
H -0.716 0.324 1.457
H -0.157 -2.040 0.897
H 0.221 -2.311 -0.902
H -1.099 -0.514 -1.410
H -3.140 -0.910 -0.181

---

--- R ---
Entry from the OMol25 dataset: a structure of composition C5H5NOS (ωB97M-V/def2-TZVPD).

Its spin multiplicity is 1. The value obtained for the gap between HOMO and LUMO is 9.11 eV. The calculation puts the LUMO energy at 0.8 eV.

Cartesian coordinates (Å):
C 0.065 -0.753 -0.062
C -1.716 0.429 0.832
C -0.770 1.310 0.405
C 0.045 2.540 0.066
C 0.286 0.591 -0.132
H 1.598 -2.392 0.517
H -1.681 -1.707 0.720
H -2.646 0.507 1.343
H -0.342 3.194 -0.723
H 0.456 3.129 0.892
N -1.194 -0.825 0.551
O 1.111 1.658 -0.474
S 0.914 -2.183 -0.591

---

Most stable structure: Q